Model P:
Formula: C4H7N3O2S
Source: the Open Molecules 2025 dataset
Level of theory: ωB97M-V/def2-TZVPD

structure (SMILES)	CS(=O)(=O)c1[nH]cnc1N
molar mass	161.2	g mol⁻¹
Kohn-Sham gap	0.354	Eh
E_HOMO	-8.87	eV

Element x y z (Å)
C (1.982, 0.282, -1.208)
S (1.643, -0.204, 0.509)
O (2.158, 0.843, 1.299)
O (2.018, -1.512, 0.788)
C (-0.170, -0.251, 0.496)
N (-0.782, -1.384, 0.882)
C (-2.113, -1.287, 0.706)
N (-2.424, -0.123, 0.126)
C (-1.204, 0.534, 0.029)
N (-1.092, 1.815, -0.521)
H (1.491, -0.531, -1.821)
H (1.570, 1.197, -1.364)
H (3.083, 0.170, -1.252)
H (-0.249, -2.192, 1.187)
H (-2.878, -2.026, 0.911)
H (-1.080, 2.631, 0.188)
H (-1.955, 2.037, -0.955)

Atomic partial charges in e from the Löwdin method, atoms 1 to 4: number 1, C, carries -0.113; number 2, S, carries 0.604; number 3, O, carries -0.293; number 4, O, carries -0.288


Model Q:
Formula: C4H7N3O2S
Source: the Open Molecules 2025 dataset
Level of theory: ωB97M-V/def2-TZVPD

structure (SMILES)	C=S(=O)=[NH+][O-].c1c[nH]cn1
molar mass	161.2	g mol⁻¹
Kohn-Sham gap (alpha / beta)	0.257 / 0.289	Eh
E_HOMO (alpha / beta)	-8.47 / -8.40	eV

Element x y z (Å)
C (-0.295, 1.796, 2.705)
S (-0.092, 1.143, 1.208)
O (-0.714, 1.975, 0.195)
N (-1.498, -0.293, 1.491)
O (-1.456, -1.216, 0.615)
H (-0.743, 2.745, 2.868)
H (0.186, 1.068, 3.466)
H (-1.698, -0.722, 2.414)
C (1.284, 0.357, -1.359)
C (0.645, -0.137, -2.412)
N (0.193, -1.429, -2.108)
C (0.516, -1.594, -0.780)
N (1.217, -0.564, -0.313)
H (1.902, 1.292, -1.334)
H (0.482, 0.227, -3.396)
H (-0.292, -2.055, -2.820)
H (0.364, -2.591, -0.440)

Atomic partial charges in e from the Löwdin method, atoms 1 to 4: number 1, C, carries -0.249; number 2, S, carries 0.851; number 3, O, carries -0.462; number 4, N, carries -0.148


Which structure is the least stable? The one labeled model Q.


Model P:
Formula: C5H14
Source: the Open Molecules 2025 dataset
Level of theory: ωB97M-V/def2-TZVPD

structure (SMILES)	CCC.CC
molar mass	74.2	g mol⁻¹
Kohn-Sham gap	0.461	Eh
E_HOMO	-11.37	eV

Element x y z (Å)
C (-0.043, 0.856, -1.513)
C (0.793, -0.359, -1.142)
C (2.081, -0.415, -1.967)
H (-0.453, 0.761, -2.525)
H (0.594, 1.744, -1.531)
H (-0.861, 1.077, -0.834)
H (1.075, -0.293, -0.091)
H (0.263, -1.315, -1.226)
H (2.571, 0.561, -1.956)
H (2.750, -1.183, -1.579)
H (1.881, -0.610, -3.020)
C (-0.954, -0.678, 2.320)
C (-1.793, 0.578, 2.156)
H (-1.039, -1.107, 3.316)
H (-1.172, -1.432, 1.567)
H (0.122, -0.451, 2.274)
H (-1.477, 1.246, 1.363)
H (-1.856, 1.156, 3.089)
H (-2.834, 0.322, 1.970)

Atomic partial charges in e from the Löwdin method, atoms 1 to 4: number 1, C, carries -0.121; number 2, C, carries -0.326; number 3, C, carries -0.128; number 4, H, carries 0.074


Model Q:
Formula: C5H14
Source: the Open Molecules 2025 dataset
Level of theory: ωB97M-V/def2-TZVPD

structure (SMILES)	CCC.CC
molar mass	74.2	g mol⁻¹
Kohn-Sham gap	0.459	Eh
E_HOMO	-11.33	eV

Element x y z (Å)
C (1.023, 0.537, -1.302)
C (-0.263, 1.225, -0.778)
C (-0.792, 2.321, -1.746)
H (1.547, 0.109, -0.452)
H (0.747, -0.298, -1.959)
H (1.603, 1.191, -1.955)
H (-0.977, 0.413, -0.670)
H (-0.073, 1.690, 0.181)
H (-1.824, 2.089, -2.021)
H (-0.607, 3.293, -1.302)
H (-0.233, 2.280, -2.680)
C (-0.246, -2.353, 1.293)
C (0.263, -1.577, 2.504)
H (-1.089, -1.898, 0.773)
H (0.542, -2.460, 0.531)
H (-0.421, -3.387, 1.582)
H (1.009, -2.173, 3.028)
H (-0.555, -1.473, 3.226)
H (0.640, -0.584, 2.289)

Atomic partial charges in e from the Löwdin method, atoms 1 to 4: number 1, C, carries -0.124; number 2, C, carries -0.303; number 3, C, carries -0.111; number 4, H, carries 0.054


Which structure is the least stable? The one labeled model Q.


Model P:
Formula: C5H14
Source: the Open Molecules 2025 dataset
Level of theory: ωB97M-V/def2-TZVPD

structure (SMILES)	CCC.CC
molar mass	74.2	g mol⁻¹
Kohn-Sham gap	0.451	Eh
E_HOMO	-11.16	eV

Element x y z (Å)
C (0.126, -1.047, -1.446)
C (-0.826, -1.682, -0.397)
C (-0.214, -2.993, 0.092)
H (-0.244, -0.888, -2.450)
H (0.699, -0.154, -1.136)
H (1.042, -1.643, -1.602)
H (-1.761, -1.877, -0.930)
H (-1.104, -0.937, 0.346)
H (0.880, -3.036, 0.029)
H (-0.438, -3.812, -0.608)
H (-0.619, -3.405, 1.020)
C (-0.264, 2.520, 0.622)
C (1.083, 3.038, 1.121)
H (-1.091, 3.193, 0.816)
H (-0.225, 2.306, -0.453)
H (-0.427, 1.492, 0.983)
H (1.943, 2.369, 1.218)
H (1.370, 3.849, 0.447)
H (0.991, 3.379, 2.140)

Atomic partial charges in e from the Löwdin method, atoms 1 to 4: number 1, C, carries -0.126; number 2, C, carries -0.290; number 3, C, carries -0.135; number 4, H, carries 0.059


Model Q:
Formula: C5H14
Source: the Open Molecules 2025 dataset
Level of theory: ωB97M-V/def2-TZVPD

structure (SMILES)	CCC.CC
molar mass	74.2	g mol⁻¹
Kohn-Sham gap	0.451	Eh
E_HOMO	-11.17	eV

Element x y z (Å)
C (0.206, -0.384, 1.691)
C (1.029, 0.858, 1.262)
C (0.442, 2.223, 1.617)
H (-0.666, -0.366, 1.045)
H (-0.117, -0.385, 2.743)
H (0.833, -1.253, 1.527)
H (2.031, 0.710, 1.713)
H (1.260, 0.792, 0.181)
H (0.995, 2.987, 1.059)
H (-0.636, 2.183, 1.475)
H (0.507, 2.469, 2.683)
C (-0.479, -1.908, -1.825)
C (-0.970, -0.609, -2.481)
H (-0.355, -2.813, -2.429)
H (0.367, -1.763, -1.127)
H (-1.316, -2.051, -1.131)
H (-0.161, 0.080, -2.831)
H (-1.533, -0.813, -3.421)
H (-1.437, 0.045, -1.752)

Atomic partial charges in e from the Löwdin method, atoms 1 to 4: number 1, C, carries -0.123; number 2, C, carries -0.329; number 3, C, carries -0.125; number 4, H, carries 0.052


Which structure is the least stable? The one labeled model P.


Model P:
Formula: C5H14
Source: the Open Molecules 2025 dataset
Level of theory: ωB97M-V/def2-TZVPD

structure (SMILES)	CCC.CC
molar mass	74.2	g mol⁻¹
Kohn-Sham gap	0.436	Eh
E_HOMO	-10.80	eV

Element x y z (Å)
C (1.809, 1.137, 0.559)
C (0.562, 1.022, 1.428)
C (-0.561, 2.226, 1.286)
H (1.806, 2.045, 0.024)
H (2.091, 0.409, -0.131)
H (2.749, 1.244, 1.277)
H (0.142, 0.005, 1.277)
H (0.773, 0.763, 2.443)
H (-1.433, 2.036, 1.949)
H (-0.062, 3.142, 1.561)
H (-0.787, 2.393, 0.349)
C (-1.317, -2.172, -0.848)
C (-0.457, -1.822, -2.102)
H (-0.544, -2.389, -0.095)
H (-1.963, -1.476, -0.598)
H (-1.806, -3.283, -1.037)
H (-1.144, -1.563, -3.004)
H (-0.020, -2.734, -2.499)
H (0.162, -0.984, -1.838)

Atomic partial charges in e from the Löwdin method, atoms 1 to 4: number 1, C, carries -0.129; number 2, C, carries -0.266; number 3, C, carries -0.056; number 4, H, carries 0.040


Model Q:
Formula: C5H14
Source: the Open Molecules 2025 dataset
Level of theory: ωB97M-V/def2-TZVPD

structure (SMILES)	CCC.CC
molar mass	74.2	g mol⁻¹
Kohn-Sham gap	0.460	Eh
E_HOMO	-11.43	eV

Element x y z (Å)
C (0.724, -1.891, 1.793)
C (0.438, -1.477, 0.339)
C (-0.502, -2.440, -0.367)
H (1.473, -2.680, 1.866)
H (1.026, -1.013, 2.363)
H (-0.217, -2.209, 2.245)
H (0.097, -0.434, 0.339)
H (1.361, -1.428, -0.228)
H (-1.466, -2.526, 0.154)
H (-0.746, -2.128, -1.385)
H (-0.056, -3.430, -0.434)
C (0.215, 3.131, -0.430)
C (-0.739, 2.305, -1.280)
H (0.400, 4.137, -0.798)
H (-0.179, 3.232, 0.586)
H (1.188, 2.643, -0.323)
H (-1.777, 2.637, -1.160)
H (-0.738, 1.277, -0.935)
H (-0.501, 2.295, -2.347)

Atomic partial charges in e from the Löwdin method, atoms 1 to 4: number 1, C, carries -0.119; number 2, C, carries -0.326; number 3, C, carries -0.131; number 4, H, carries 0.069


Model R:
Formula: C5H14
Source: the Open Molecules 2025 dataset
Level of theory: ωB97M-V/def2-TZVPD

structure (SMILES)	CCC.CC
molar mass	74.2	g mol⁻¹
Kohn-Sham gap	0.449	Eh
E_HOMO	-11.07	eV

Element x y z (Å)
C (-1.228, 0.389, 0.287)
C (-2.147, 0.027, -0.881)
C (-1.551, 0.351, -2.243)
H (-0.498, 1.117, -0.056)
H (-0.558, -0.443, 0.512)
H (-1.709, 0.696, 1.206)
H (-2.413, -0.996, -0.891)
H (-3.015, 0.682, -0.790)
H (-0.477, 0.589, -2.294)
H (-1.698, -0.371, -3.046)
H (-1.891, 1.310, -2.635)
C (2.133, -0.477, 0.652)
C (2.151, -0.250, 2.146)
H (1.743, 0.287, -0.020)
H (3.105, -0.691, 0.182)
H (1.638, -1.387, 0.301)
H (2.846, -0.960, 2.596)
H (1.215, -0.648, 2.550)
H (2.352, 0.776, 2.424)

Atomic partial charges in e from the Löwdin method, atoms 1 to 4: number 1, C, carries -0.116; number 2, C, carries -0.295; number 3, C, carries -0.133; number 4, H, carries 0.059


Which structure is the least stable? The one labeled model P.


Model P:
Formula: C5H14
Source: the Open Molecules 2025 dataset
Level of theory: ωB97M-V/def2-TZVPD

structure (SMILES)	CCC.CC
molar mass	74.2	g mol⁻¹
Kohn-Sham gap	0.449	Eh
E_HOMO	-11.08	eV

Element x y z (Å)
C (-0.384, 0.994, -1.119)
C (-1.499, 0.957, -0.051)
C (-2.873, 1.437, -0.528)
H (-0.643, 1.737, -1.873)
H (-0.334, 0.045, -1.622)
H (0.561, 1.276, -0.665)
H (-1.548, -0.026, 0.424)
H (-1.117, 1.510, 0.809)
H (-2.806, 1.777, -1.560)
H (-3.629, 0.652, -0.525)
H (-3.231, 2.241, 0.114)
C (2.373, -2.309, 1.218)
C (2.223, -0.991, 0.446)
H (2.875, -3.040, 0.613)
H (3.124, -2.128, 1.988)
H (1.414, -2.712, 1.507)
H (1.857, -1.161, -0.568)
H (1.627, -0.274, 1.001)
H (3.182, -0.576, 0.165)

Atomic partial charges in e from the Löwdin method, atoms 1 to 4: number 1, C, carries -0.121; number 2, C, carries -0.314; number 3, C, carries -0.114; number 4, H, carries 0.062


Model Q:
Formula: C5H14
Source: the Open Molecules 2025 dataset
Level of theory: ωB97M-V/def2-TZVPD

structure (SMILES)	CCC.CC
molar mass	74.2	g mol⁻¹
Kohn-Sham gap	0.454	Eh
E_HOMO	-11.24	eV

Element x y z (Å)
C (-2.315, -0.404, -0.144)
C (-1.354, 0.183, 0.858)
C (-0.615, -0.826, 1.758)
H (-1.718, -0.925, -0.894)
H (-2.802, 0.389, -0.711)
H (-3.040, -1.103, 0.289)
H (-0.639, 0.769, 0.284)
H (-1.836, 0.947, 1.504)
H (0.097, -1.380, 1.153)
H (-0.031, -0.269, 2.488)
H (-1.386, -1.432, 2.235)
C (1.971, 0.899, -0.451)
C (2.059, 0.155, -1.809)
H (1.426, 1.832, -0.545)
H (1.458, 0.273, 0.282)
H (2.950, 1.105, -0.048)
H (2.115, 0.845, -2.630)
H (1.030, -0.289, -1.815)
H (2.630, -0.768, -1.805)

Atomic partial charges in e from the Löwdin method, atoms 1 to 4: number 1, C, carries -0.128; number 2, C, carries -0.342; number 3, C, carries -0.116; number 4, H, carries 0.065


Model R:
Formula: C5H14
Source: the Open Molecules 2025 dataset
Level of theory: ωB97M-V/def2-TZVPD

structure (SMILES)	CCC.CC
molar mass	74.2	g mol⁻¹
Kohn-Sham gap	0.451	Eh
E_HOMO	-11.20	eV

Element x y z (Å)
C (-0.047, -2.204, -0.978)
C (-1.024, -1.074, -0.619)
C (-1.847, -0.619, -1.830)
H (0.547, -1.881, -1.836)
H (0.600, -2.450, -0.140)
H (-0.577, -3.093, -1.322)
H (-1.764, -1.388, 0.125)
H (-0.444, -0.337, -0.072)
H (-2.172, -1.549, -2.303)
H (-2.673, 0.042, -1.579)
H (-1.258, -0.110, -2.594)
C (1.763, 2.527, 1.424)
C (1.053, 1.235, 1.928)
H (2.795, 2.461, 1.752)
H (1.716, 2.751, 0.361)
H (1.282, 3.351, 1.952)
H (0.184, 0.971, 1.324)
H (0.569, 1.455, 2.877)
H (1.771, 0.424, 1.922)

Atomic partial charges in e from the Löwdin method, atoms 1 to 4: number 1, C, carries -0.122; number 2, C, carries -0.319; number 3, C, carries -0.120; number 4, H, carries 0.070


Model S:
Formula: C5H14
Source: the Open Molecules 2025 dataset
Level of theory: ωB97M-V/def2-TZVPD

structure (SMILES)	CCC.CC
molar mass	74.2	g mol⁻¹
Kohn-Sham gap	0.441	Eh
E_HOMO	-10.94	eV

Element x y z (Å)
C (-0.635, 2.733, -0.508)
C (-1.873, 1.729, -0.845)
C (-1.466, 0.204, -0.869)
H (0.255, 2.255, -0.047)
H (-0.868, 3.327, 0.401)
H (-0.341, 3.323, -1.294)
H (-2.614, 2.213, -0.091)
H (-2.285, 1.974, -1.886)
H (-2.213, -0.368, -1.351)
H (-0.514, 0.017, -1.431)
H (-1.369, -0.107, 0.137)
C (1.892, -2.641, 0.278)
C (1.687, -1.745, 1.632)
H (1.480, -3.601, 0.759)
H (1.276, -2.203, -0.466)
H (2.921, -2.831, -0.179)
H (1.766, -0.734, 1.170)
H (2.280, -1.776, 2.638)
H (0.622, -1.768, 1.953)

Atomic partial charges in e from the Löwdin method, atoms 1 to 4: number 1, C, carries -0.120; number 2, C, carries -0.263; number 3, C, carries -0.122; number 4, H, carries 0.061


Which structure is the least stable? The one labeled model S.


Model P:
Formula: C5H14
Source: the Open Molecules 2025 dataset
Level of theory: ωB97M-V/def2-TZVPD

structure (SMILES)	CCC.CC
molar mass	74.2	g mol⁻¹
Kohn-Sham gap	0.447	Eh
E_HOMO	-11.07	eV

Element x y z (Å)
C (-0.018, -0.673, -0.917)
C (-0.940, -0.607, -2.130)
C (-1.230, 0.828, -2.594)
H (-0.655, -0.364, -0.065)
H (0.713, 0.142, -0.861)
H (0.482, -1.494, -0.800)
H (-0.460, -1.084, -3.049)
H (-1.899, -1.141, -1.954)
H (-1.729, 0.746, -3.614)
H (-1.887, 1.403, -1.943)
H (-0.342, 1.311, -2.879)
C (0.492, 0.129, 2.240)
C (1.622, 0.205, 3.231)
H (-0.500, 0.554, 2.515)
H (0.666, 0.845, 1.457)
H (0.378, -0.844, 1.769)
H (2.549, -0.165, 2.697)
H (1.433, -0.354, 4.127)
H (1.694, 1.152, 3.620)

Atomic partial charges in e from the Löwdin method, atoms 1 to 4: number 1, C, carries -0.124; number 2, C, carries -0.311; number 3, C, carries -0.138; number 4, H, carries 0.070


Model Q:
Formula: C5H14
Source: the Open Molecules 2025 dataset
Level of theory: ωB97M-V/def2-TZVPD

structure (SMILES)	CCC.CC
molar mass	74.2	g mol⁻¹
Kohn-Sham gap	0.452	Eh
E_HOMO	-11.21	eV

Element x y z (Å)
C (-0.986, 1.715, 1.869)
C (-0.908, 0.453, 1.044)
C (-0.837, -0.819, 1.877)
H (-0.348, 1.655, 2.762)
H (-1.986, 1.984, 2.195)
H (-0.555, 2.592, 1.414)
H (-1.733, 0.288, 0.345)
H (-0.022, 0.525, 0.400)
H (-1.545, -0.777, 2.715)
H (-1.069, -1.724, 1.333)
H (0.092, -0.984, 2.421)
C (1.373, 0.105, -2.237)
C (1.234, -1.392, -2.441)
H (0.433, 0.628, -2.381)
H (1.670, 0.288, -1.201)
H (2.171, 0.619, -2.772)
H (2.188, -1.914, -2.378)
H (0.713, -1.670, -3.354)
H (0.591, -1.796, -1.653)

Atomic partial charges in e from the Löwdin method, atoms 1 to 4: number 1, C, carries -0.128; number 2, C, carries -0.320; number 3, C, carries -0.134; number 4, H, carries 0.076


Which structure is the least stable? The one labeled model P.